# 1
Molecular formula: C18H23NO5
Method: DFT, wB97M-V/def2-TZVPD

HOMO-LUMO gap: 8.191 eV
LUMO energy: -0.285 eV

The geometry in ORCA input format:
```
! wB97M-V def2-TZVPD RIJCOSX def2/J DEFGRID3
* xyz 0 1
H 7.336 -1.389 0.928
H -1.593 4.761 0.952
H -5.257 -1.155 -0.496
O 3.385 0.698 1.258
C -4.599 -1.943 -0.099
O -3.582 1.472 1.006
H -1.389 3.489 -2.553
O -0.388 1.292 -0.150
C -1.450 3.685 0.908
C 5.482 -0.355 1.126
H -2.935 3.375 -0.607
C 0.194 0.229 -0.705
H -2.053 3.222 1.683
H -1.185 4.909 -1.526
N -2.678 -0.441 0.211
C 1.603 0.102 -0.320
H -5.906 -4.016 -1.077
C 3.734 -1.027 -0.403
H -4.120 -0.767 1.645
C -2.767 0.897 0.319
C -1.720 1.637 -0.545
O -0.379 -0.542 -1.452
H -6.853 -4.233 0.420
C 6.329 -1.286 0.553
H -3.031 -2.147 1.356
C 5.898 -2.082 -0.499
C 4.187 -0.204 0.644
H -1.866 1.299 -1.583
H 5.806 0.266 1.946
H -4.066 -2.404 -0.949
C 2.216 1.138 0.582
H -7.063 -2.760 -0.566
H -0.402 3.463 1.092
H 1.513 1.431 1.366
C -1.062 3.830 -1.572
H -0.005 3.598 -1.458
O -5.349 -2.915 0.588
H 1.924 -1.639 -1.463
C 2.356 -0.903 -0.800
C 4.605 -1.959 -0.965
H 2.464 2.038 -0.008
H -2.035 -0.839 -0.464
C -1.871 3.162 -0.463
C -3.590 -1.337 0.879
C -6.343 -3.506 -0.209
H 6.568 -2.802 -0.943
H 4.249 -2.582 -1.772
*
```



# 2
Molecular formula: H22O11
Method: DFT, wB97M-V/def2-TZVPD

HOMO-LUMO gap: 10.726 eV
LUMO energy: -0.153 eV

The geometry in ORCA input format:
```
! wB97M-V def2-TZVPD RIJCOSX def2/J DEFGRID3
* xyz 0 1
O -4.492 1.552 -1.150
O -0.289 1.592 3.229
H 0.228 2.464 1.294
H -3.429 -1.582 2.820
O 2.252 -2.203 1.399
H -3.453 -0.189 2.306
O -3.140 0.704 -3.268
O -3.060 -0.719 3.010
H 3.182 -2.305 -2.699
H -2.775 0.949 -4.113
H -1.139 1.180 3.000
H 2.108 -1.247 1.469
H 2.472 -2.397 2.306
H 0.088 -0.599 -3.488
O 1.025 -1.436 -2.053
H -2.521 0.448 -2.586
H 2.715 1.238 0.183
H 1.195 -0.570 -2.449
O 3.518 -3.198 -2.571
H 3.998 -3.022 -1.751
H -0.644 1.771 4.116
H -4.888 1.030 -1.836
H 0.081 -1.389 -1.876
H -0.606 0.080 -4.814
O 2.389 -0.585 4.744
H 1.852 0.036 -0.109
H -3.773 1.903 -1.686
H 2.200 0.058 4.063
H 2.527 -1.460 4.386
O 2.030 0.690 0.582
O -0.471 0.059 -3.876
H 0.610 3.998 0.778
O 0.207 3.148 0.640
*
```



# 3
Molecular formula: C16H10CuF3N3O9Te
Method: DFT, wB97M-V/def2-TZVPD

HOMO-LUMO gap: 6.288 eV
LUMO energy: 1.175 eV

The geometry in ORCA input format:
```
! wB97M-V def2-TZVPD RIJCOSX def2/J DEFGRID3
* xyz -1 1
C 2.088 -1.430 -3.907
N -0.226 2.097 -4.431
F -2.217 3.808 0.529
H 1.926 -0.436 5.026
C -0.057 -1.151 5.451
N 1.347 -1.788 -1.670
H 2.725 -2.295 -3.793
C 0.369 0.109 -2.956
N 2.944 -1.133 -6.176
O -0.401 0.435 -2.043
H -0.795 -1.982 8.659
O 3.621 -2.140 -6.022
O -1.289 1.116 0.804
C 0.130 -1.519 6.780
H -3.096 -1.704 7.784
O 2.395 -2.342 -1.390
C -1.554 -0.544 3.542
H 1.360 1.010 -6.132
H -2.314 0.231 3.460
C 1.323 0.437 -5.219
O 2.943 -0.468 -7.200
F -4.189 3.072 1.015
H 1.137 -1.646 7.161
O 0.357 -1.861 -0.920
O -3.342 0.772 -0.072
H -1.844 -1.378 2.903
H -3.444 -1.062 5.426
H 1.474 -1.891 4.144
Cu -0.317 -0.280 -0.076
C 2.104 -0.708 -5.087
C -2.882 2.802 1.119
C -1.353 -0.976 4.965
C -2.504 1.409 0.525
C -2.438 -1.193 5.809
C -2.244 -1.558 7.132
C 0.509 0.855 -4.199
O -0.919 2.562 -3.556
C 1.102 -0.935 4.517
O -0.092 2.619 -5.537
C -0.955 -1.716 7.621
F -2.577 2.840 2.438
C 1.248 -1.060 -2.885
Te 0.323 0.248 2.849
*
```



# 4
Molecular formula: C17H18F6N2O5S2SiV
Method: DFT, wB97M-V/def2-TZVPD

<S²>: 3.761
HOMO-LUMO gap (alpha / beta): 8.317 / 8.233 eV
LUMO energy (alpha / beta): 0.505 / 0.318 eV

The geometry in ORCA input format:
```
! wB97M-V def2-TZVPD RIJCOSX def2/J DEFGRID3
* xyz 0 4
C -2.668 -2.316 0.138
F 4.831 1.194 -1.851
H -3.507 4.117 -0.897
H 0.698 3.698 -0.912
C -3.825 -1.417 -1.764
H -0.228 -3.436 4.848
H 1.237 -5.009 3.633
O 1.665 -0.795 -1.578
H -0.594 4.703 -0.260
C -3.244 3.113 -0.553
C 4.222 1.250 1.978
H -1.267 -1.518 3.638
C -1.905 -1.174 0.156
C -1.462 2.854 -2.997
H -1.616 3.911 -3.234
C 4.053 0.186 -2.209
C -0.237 3.673 -0.347
N 2.455 1.117 -0.091
H -0.493 2.555 -3.401
O 3.398 -1.057 1.024
N -1.206 0.995 -0.617
H -2.236 2.288 -3.520
H -4.257 -3.330 -0.882
C 0.459 -2.929 1.076
C -3.648 -2.438 -0.845
H -3.281 3.111 0.539
F 3.850 2.503 2.159
C -2.048 -0.113 -0.749
O 1.836 1.546 -2.433
F 4.020 0.103 -3.530
C -0.626 -2.225 3.129
F 5.275 1.206 1.176
H 1.688 -4.673 1.222
H -3.178 0.507 -2.456
H -4.018 2.430 -0.910
C 0.784 -4.179 3.107
C -0.360 -2.072 1.786
S 2.321 0.479 -1.626
H -4.579 -1.510 -2.535
C -0.040 -3.297 3.792
O 1.711 0.438 2.141
O -0.899 -0.948 1.130
V 0.409 0.600 0.392
Si -1.551 2.609 -1.153
C 1.034 -3.994 1.753
H -2.506 -3.097 0.868
F 4.521 0.697 3.148
H -0.002 3.360 0.678
S 2.864 0.245 1.238
H 0.650 -2.753 0.025
F 4.535 -0.937 -1.706
C -3.037 -0.272 -1.719
*
```



# 5
Molecular formula: C31H54N12SSe4Si4TeZr
Method: DFT, wB97M-V/def2-TZVPD

HOMO-LUMO gap: 4.012 eV
LUMO energy: 3.634 eV

The geometry in ORCA input format:
```
! wB97M-V def2-TZVPD RIJCOSX def2/J DEFGRID3
* xyz -2 1
H 1.010 0.239 2.111
C 2.610 -2.147 -2.467
H -4.778 -2.780 2.294
C -2.487 0.198 3.617
H -5.110 -3.147 -1.156
C -0.923 4.430 1.391
H -0.521 0.940 -3.237
H -1.456 -2.572 4.098
C 1.987 0.686 2.153
C -0.630 2.052 1.111
H -6.014 -0.893 -0.403
H 4.764 -0.299 5.402
C -1.342 -4.202 -0.236
Te 0.052 -0.722 -0.591
C -1.602 -2.639 3.018
H -2.957 0.285 -3.146
C -4.538 -1.843 2.794
H -2.019 -3.622 2.800
H 3.614 -5.110 0.880
C -1.054 2.691 -4.390
C 1.482 3.393 -3.978
H -1.538 -4.501 0.792
H -1.652 2.951 2.761
C 2.934 -2.488 -1.196
N 0.646 1.215 -0.825
C -1.109 3.132 1.835
Se 6.789 1.808 -1.621
N -0.665 3.872 -4.903
C -0.230 4.623 0.194
Se 5.815 3.565 -0.435
H 0.304 6.072 -5.402
C 3.664 -2.983 1.422
H -4.356 -4.743 -1.173
C 4.096 -1.027 4.941
H 1.835 5.812 -4.749
C 2.631 -0.655 5.132
H -6.449 0.763 -0.844
H 2.412 -0.644 6.209
H -0.628 -2.585 2.535
H -1.356 -5.100 -0.862
H -5.866 0.401 0.778
H 3.723 -0.904 1.584
Se 5.495 -0.059 -0.878
N 2.457 -0.808 -2.701
Si -2.409 -0.869 0.141
H -0.328 -3.802 -0.271
Si -3.993 0.540 -0.882
C -0.211 1.885 -3.666
N 1.062 2.257 -3.461
N 3.085 -1.395 -0.328
H 2.529 -2.833 -3.299
H 1.848 -2.662 4.891
H -3.063 -2.299 -3.288
C 2.339 0.770 4.659
H -2.593 -0.183 4.638
Si -2.767 -1.266 2.446
H -2.331 -3.903 -3.171
Se 3.512 3.571 -1.063
C 3.124 -3.840 -0.738
H -4.626 -2.006 3.872
H 0.808 3.734 -1.435
H -1.498 0.652 3.527
C -2.313 -2.887 -2.765
H -3.757 2.619 0.491
C 1.708 -1.668 4.464
H 4.297 -2.006 5.378
H -3.221 0.990 3.472
H 0.657 -1.397 4.587
N 2.153 -0.637 -4.072
C -3.685 2.363 -0.565
N 1.050 5.412 -5.241
H -5.287 -1.113 2.499
S 4.069 1.232 -3.780
H 1.281 1.015 4.778
H -4.433 2.943 -1.113
C 3.465 -4.091 0.538
C 0.594 4.218 -4.702
H -0.809 1.046 1.473
H -4.463 -0.617 -3.053
H 1.913 -1.759 3.395
N 2.591 0.572 -5.953
H -4.504 1.140 -3.222
Zr 2.859 0.806 -1.399
H -1.338 -2.452 -2.983
H 1.658 0.284 -6.214
N 3.883 1.511 1.616
H 2.982 -4.641 -1.452
H 4.358 -1.079 3.883
H -4.617 -3.901 0.354
C -3.973 0.309 -2.754
H -2.694 2.676 -0.889
H 2.806 1.522 -6.208
C 0.265 3.556 -0.520
H 2.927 1.506 5.210
C 0.093 2.222 -0.079
N 3.867 1.495 2.890
Si -2.623 -2.996 -0.911
H -0.060 5.624 -0.184
N 2.715 1.007 1.121
C 3.488 -1.724 0.933
H 4.007 -3.120 2.437
H -1.304 5.271 1.957
H 2.515 3.669 -3.792
N 2.674 0.974 3.266
C -5.744 0.153 -0.274
C 2.850 0.304 -4.603
H -2.087 2.403 -4.553
C -4.341 -3.762 -0.689
*
```



# 6
Molecular formula: C37H40N6O7STeTl
Method: DFT, wB97M-V/def2-TZVPD

HOMO-LUMO gap: 4.878 eV
LUMO energy: 0.534 eV

The geometry in ORCA input format:
```
! wB97M-V def2-TZVPD RIJCOSX def2/J DEFGRID3
* xyz -1 1
O -1.682 2.910 -0.224
H -1.471 1.246 3.956
C 1.568 0.059 5.182
C -4.604 2.688 -2.787
N 2.561 0.164 1.684
C 1.509 0.101 3.806
C -3.456 3.384 -3.453
C 2.795 0.001 5.833
C -5.066 2.684 0.644
C 0.328 3.394 -3.582
C 3.528 0.223 -3.095
C 3.968 -0.026 5.090
H -1.262 -4.323 -1.920
C -1.421 4.747 -4.755
H 0.500 2.368 -3.911
C 3.550 0.104 -0.363
N -0.908 -1.118 -2.213
C -4.070 0.538 0.232
C -3.092 6.152 -6.020
C 2.385 0.356 -2.318
C -2.569 -0.330 2.948
C 2.689 0.073 3.046
H -2.204 6.519 -6.531
H -4.931 3.699 0.984
H 1.414 0.521 -2.774
C -3.743 4.389 -4.370
O -3.498 -0.655 3.673
C 3.923 0.002 3.714
H 0.435 -3.562 -4.758
C -0.997 -2.133 -5.530
H -7.882 0.936 -1.776
O -2.387 -4.384 -4.123
H 5.667 -0.046 -3.006
H 0.535 3.442 -2.510
C -1.447 -0.914 -3.393
C -0.723 -2.351 -1.709
H 5.662 -0.218 -0.509
O -2.752 3.888 1.693
H 2.836 -0.028 6.913
O -0.105 -2.590 -0.692
H -3.344 -0.798 -5.325
H -0.628 5.274 -5.273
H -3.569 6.992 -5.514
H 0.848 -1.879 -4.421
S -2.394 2.642 1.058
C -6.416 0.897 -0.234
C -3.360 -1.709 -4.724
C -6.292 2.203 0.228
C -2.127 3.054 -3.183
C 4.758 -0.050 -1.073
H -3.720 -2.540 -5.332
C -7.725 0.449 -0.812
N -1.310 -3.430 -2.396
H 1.009 4.055 -4.114
H 4.923 -0.076 5.596
C -1.913 -3.392 -3.613
N 3.645 0.015 0.992
Te -1.567 1.445 -1.825
H -7.158 2.851 0.245
H -3.792 5.766 -6.761
C -2.740 5.078 -5.032
C -1.106 3.751 -3.840
N -1.489 1.716 1.933
O -1.626 0.265 -3.781
C -5.306 0.062 -0.186
H 3.477 0.282 -4.173
C 0.424 -2.552 -5.164
H -4.333 -2.428 -2.929
H -4.776 4.639 -4.582
H 4.822 -0.023 3.119
H -5.290 -1.271 -3.864
C -4.285 -1.518 -3.526
H -1.428 -2.870 -6.212
H -3.060 1.776 3.332
O -1.912 -1.002 2.142
H -5.414 2.513 -3.493
H -0.984 -1.159 -6.024
H -8.546 0.733 -0.156
H -4.274 1.735 -2.368
C 4.745 0.032 -2.445
C -3.956 1.863 0.616
H -5.408 -0.973 -0.482
H -3.934 -0.702 -2.896
H 0.564 0.145 3.283
H -7.747 -0.627 -0.957
H 0.652 0.071 5.756
H 1.057 -2.534 -6.050
C -2.142 1.223 3.091
C -1.915 -2.035 -4.293
H -4.995 3.301 -1.975
Tl 0.028 -0.040 0.568
N 2.388 0.316 -1.003
H -3.217 -0.126 0.287
*
```



# 7
Molecular formula: C7H7Br2IO
Method: DFT, wB97M-V/def2-TZVPD

HOMO-LUMO gap: 8.451 eV
LUMO energy: -0.066 eV

The geometry in ORCA input format:
```
! wB97M-V def2-TZVPD RIJCOSX def2/J DEFGRID3
* xyz 0 1
I 4.002 -0.399 0.358
H 1.904 1.907 1.770
H -1.925 -1.648 -1.563
C 1.414 1.076 1.312
C 0.168 0.799 1.656
C -0.525 -0.275 0.909
H 0.396 0.901 -1.170
C -2.333 -0.931 -0.802
H -3.256 -0.513 -1.264
C 2.000 0.513 0.138
Br -3.294 -2.166 0.411
H -0.286 1.121 2.556
H -0.068 -1.241 0.898
H 2.570 -0.864 -2.027
C -1.567 -0.061 0.062
O 1.718 -0.335 -2.127
Br -2.244 1.824 -0.108
C 1.325 0.291 -1.008
*
```



# 8
Molecular formula: C22H46N3OP2Ti
Method: DFT, wB97M-V/def2-TZVPD

<S²>: 0.778
HOMO-LUMO gap (alpha / beta): 7.405 / 8.093 eV
LUMO energy (alpha / beta): -6.869 / -6.977 eV

The geometry in ORCA input format:
```
! wB97M-V def2-TZVPD RIJCOSX def2/J DEFGRID3
* xyz 2 2
C 2.606 -1.401 -2.200
H -0.740 -4.722 -0.508
H 1.155 -0.905 -3.754
C -3.367 3.501 -1.676
H 3.577 -0.976 -1.907
H -0.839 3.308 -3.056
H -4.347 3.319 -2.140
H -3.545 4.082 -0.760
H -0.184 5.145 -0.980
O -1.861 -1.276 -1.761
H 4.930 -2.673 1.060
P -0.969 2.239 -0.871
C -1.003 -0.692 -1.193
Ti 0.504 0.314 -0.420
H -3.646 1.837 0.598
C -1.902 -1.011 2.911
H 1.337 2.041 -3.813
H 2.676 -4.359 -1.993
N 1.120 0.622 -2.291
H -0.195 1.178 -3.854
H -1.400 2.245 2.050
H 2.794 -2.308 -2.792
H 2.095 0.537 2.257
N -1.553 -0.869 1.631
H -0.836 -0.339 4.717
H -2.105 -1.208 0.845
H -2.684 1.562 -2.312
H 1.302 -5.445 -1.742
H 0.393 3.344 0.692
C -0.888 -0.407 3.642
C 0.539 1.640 -3.157
C -3.571 1.336 -0.376
H 1.871 1.396 0.328
H 2.570 0.139 -3.720
C -0.666 3.517 0.419
H 0.132 -4.008 0.870
C 2.913 -2.053 0.677
H -4.586 1.229 -0.786
C 4.197 -2.771 0.248
C -3.135 -1.699 3.324
C 0.874 -3.442 -1.115
H -3.173 0.328 -0.229
H 1.178 1.861 3.037
H 2.984 -2.561 2.770
C 2.287 -2.676 1.927
H 4.642 -2.334 -0.652
C 1.856 -4.602 -1.305
H -2.777 4.100 -2.381
H 2.087 -3.749 1.799
H -1.014 -3.030 -0.088
H 2.271 -4.948 -0.349
H 1.353 -2.178 2.218
H -2.574 3.471 1.504
C -1.507 3.270 1.675
H 2.035 1.484 -0.494
C 0.054 0.073 2.736
C -0.249 -3.810 -0.141
N -0.392 -0.198 1.480
H 4.030 -3.841 0.076
H -2.898 -2.547 3.981
C -2.732 2.141 -1.372
H -1.161 3.942 2.473
H -3.784 -1.022 3.897
H 0.659 3.535 -2.121
H 0.408 -3.218 -2.091
H -3.709 -2.078 2.467
H 3.177 -1.007 0.924
C 1.848 -0.380 -3.060
P 1.678 -1.850 -0.675
H -1.833 5.225 -0.309
H -0.434 5.632 0.702
C -0.792 4.959 -0.088
C 1.322 0.768 3.006
C -0.115 2.805 -2.400
H 1.712 0.467 3.991
*
```



# 9
Molecular formula: C5H16O3
Method: DFT, wB97M-V/def2-TZVPD

HOMO-LUMO gap: 9.352 eV
LUMO energy: 0.404 eV

The geometry in ORCA input format:
```
! wB97M-V def2-TZVPD RIJCOSX def2/J DEFGRID3
* xyz 0 1
H 0.293 1.091 4.833
H 6.019 2.731 -1.936
H -1.532 -0.641 2.672
H 0.063 -0.106 0.086
H 2.239 1.931 -4.134
O 0.050 0.508 5.554
H -0.483 -1.602 -1.940
C -1.448 -1.774 -1.456
H -3.027 -1.396 1.571
H 0.042 -0.396 5.234
C -0.796 -0.513 0.614
H 4.886 2.213 -2.815
H 2.384 3.119 -5.118
H -3.786 -1.161 -0.022
H -2.107 -1.197 -2.134
C -1.654 -1.253 -0.080
C -2.984 -1.675 0.520
H 0.204 -0.108 2.368
C -0.832 -0.096 2.045
H -3.179 -2.711 0.452
H -1.066 0.969 2.196
H -1.789 -2.794 -1.608
O 2.682 2.773 -4.274
O 5.822 2.089 -2.625
*
```



Here are the calculated total energy numbers, same order: -30766.970; -22878.306; -99732.590; -102680.135; -363216.616; -85115.717; -157602.907; -71757.473; -11586.154 (eV).
Here are the calculated ΔE to the lowest compared entry with this formula, charge and spin numbers, same order: 50.59; 73.98; 14.54; 16.29; 3.32; 21.45; 6.50; 0.00; 17.20 (kcal per mole).
Here are the calculated maximum force numbers, same order: 0.0184; 0.0479; 0.0159; 0.0332; 0.0324; 0.0814; 0.0653; 0.1406; 0.0411 (hartree/bohr).